ORCA calculation (ωB97M-V/def2-TZVPD) on C50H94AgN3O14 as an isolated structure at a distorted geometry.

Structure (XYZ):
```
162
C50H94AgN3O14 ωB97M-V/def2-TZVPD
Ag 5.5937 -1.4972 -1.4624
C -0.1279 -1.4496 -1.1807
C 0.7635 -0.2540 -1.5022
C 0.5799 0.9330 -0.5055
O 2.1246 -0.4895 -1.8190
H 0.0665 -2.2869 -1.8510
H -1.2047 -1.2810 -1.1703
H 0.2114 -1.9044 -0.2500
H 0.3484 0.1633 -2.4195
H 1.0682 0.9207 0.4689
H -0.4935 0.8521 -0.3345
H 0.7932 1.9116 -0.9355
C 0.3402 -10.5666 2.3601
C 0.3012 -9.0239 2.4801
C 1.6980 -8.3737 2.4445
C 2.3027 -8.3011 1.0819
C 1.4274 -7.5703 0.0384
C -0.0055 -8.1070 0.0155
N -0.4912 -8.3149 1.4113
O -1.8660 -8.6928 1.4796
C -0.8885 -6.9842 -0.5836
C -0.0239 -9.4017 -0.7589
C -0.2994 -8.7070 3.8573
H 0.1826 -11.0796 3.3088
H 1.2480 -10.9429 1.8883
H -0.3847 -10.9611 1.6481
H 1.7914 -7.3972 2.9198
H 2.2743 -8.9805 3.1428
H 2.5070 -9.3178 0.7462
H 3.3110 -7.9029 0.9685
H 2.0080 -7.6817 -0.8773
H 1.3962 -6.4901 0.1809
H -0.5495 -6.7653 -1.5961
H -1.9526 -7.2205 -0.5839
H -0.8641 -6.1219 0.0828
H -1.0555 -9.6791 -0.9755
H 0.3399 -9.3602 -1.7856
H 0.4672 -10.2502 -0.2824
H -1.3483 -9.0024 3.8832
H -0.2332 -7.6721 4.1929
H 0.1524 -9.3133 4.6424
H -2.3087 -7.8516 1.6131
C -4.8529 -2.3952 2.4926
C -4.2295 -2.6263 3.9225
C -3.7589 -1.2647 4.5985
C -3.5000 -1.3905 6.1093
C -4.6056 -2.1949 6.8110
C -5.0989 -3.5256 6.2418
N -5.1717 -3.3546 4.8020
O -5.6804 -4.4423 4.1378
C -4.2588 -4.7014 6.8122
C -6.4911 -3.5684 6.8509
C -3.0015 -3.5295 3.8563
H -4.1494 -1.7780 1.9338
H -5.7085 -1.7317 2.6182
H -5.2081 -3.3083 2.0149
H -2.8340 -0.9781 4.0980
H -4.3783 -0.4088 4.3303
H -3.5443 -0.4029 6.5683
H -2.6819 -2.0134 6.4710
H -5.4257 -1.4975 6.9822
H -4.1746 -2.3686 7.7970
H -3.2968 -4.2958 7.1254
H -4.7039 -5.0209 7.7546
H -4.1331 -5.5629 6.1564
H -7.0019 -2.6319 6.6269
H -7.1247 -4.3401 6.4136
H -6.5029 -3.7346 7.9281
H -2.5064 -3.6690 4.8174
H -2.3671 -3.1321 3.0640
H -3.1254 -4.5476 3.4874
H -6.5734 -4.1578 3.9303
C -1.6689 6.8322 -2.6343
C -0.4969 7.5967 -3.3509
C -0.9121 7.6376 -4.8259
C -0.1552 8.6103 -5.6901
C -0.2572 9.9800 -5.1059
C 0.2198 10.0463 -3.6360
N -0.4804 8.9861 -2.8587
O -0.3377 9.0682 -1.4756
C 1.7493 9.8555 -3.6345
C -0.1976 11.4239 -3.0982
C 0.8578 6.8842 -3.1947
H -2.6437 7.3181 -2.6756
H -1.4000 6.9505 -1.5846
H -1.7247 5.7969 -2.9707
H -0.7111 6.6451 -5.2292
H -1.9790 7.8574 -4.8666
H -0.6579 8.6802 -6.6547
H 0.8504 8.2200 -5.8464
H -1.3245 10.1986 -5.1387
H 0.2689 10.6933 -5.7404
H 2.1796 10.7917 -3.9902
H 2.0108 9.7368 -2.5830
H 2.1633 9.0173 -4.1949
H -1.2200 11.6301 -3.4148
H -0.1916 11.5537 -2.0160
H 0.4765 12.1856 -3.4899
H 0.4862 5.8929 -2.9353
H 1.3392 7.3135 -2.3161
H 1.6153 6.7898 -3.9728
H -1.1144 9.5427 -1.1704
O 4.4156 -2.6081 2.0896
C 3.8864 -2.6960 3.1624
O 4.5696 -2.7509 4.2433
C 3.8398 -3.0537 5.3421
C 2.4717 -2.4940 5.0151
C 2.4086 -2.5719 3.5120
H 4.2487 -2.6811 6.2813
H 3.7271 -4.1291 5.4798
H 2.3023 -1.5215 5.4772
H 1.7186 -3.1152 5.5001
H 2.1439 -1.6211 3.0492
H 1.8242 -3.4386 3.2033
O 2.3306 -6.3848 -5.9647
C 2.6027 -5.2252 -6.1562
O 3.5364 -4.8889 -7.0641
C 3.6048 -3.5000 -7.3267
C 2.6184 -2.8708 -6.3917
C 1.9702 -4.0192 -5.6261
H 3.5535 -3.2152 -8.3776
H 4.5845 -3.1792 -6.9726
H 1.9699 -2.1818 -6.9328
H 3.3481 -2.2652 -5.8543
H 0.8897 -4.0559 -5.7648
H 2.1902 -3.9254 -4.5626
O 6.2505 2.1699 -0.9260
C 6.3290 3.3113 -1.4032
O 7.4109 4.0361 -1.0979
C 7.3512 5.2516 -1.7465
C 6.2830 5.1112 -2.8763
C 5.4282 3.9419 -2.4663
H 8.2835 5.3643 -2.2998
H 7.3035 6.1722 -1.1648
H 6.5787 5.0031 -3.9198
H 5.6480 5.9853 -2.7317
H 5.2407 3.2962 -3.3242
H 4.4878 4.2758 -2.0276
O 5.1890 7.2008 2.2105
C 3.9838 7.1027 2.2630
O 3.2143 5.9863 2.0252
C 1.8614 6.3062 2.3860
C 1.8823 7.5118 3.2499
C 3.0339 8.2164 2.6473
H 1.4653 5.5011 3.0049
H 1.2452 6.3819 1.4901
H 2.1150 7.1609 4.2553
H 0.9058 7.9903 3.1762
H 3.5274 8.9744 3.2557
H 2.7784 8.8316 1.7846
O -6.3692 3.9879 -5.3160
C -5.7126 3.1109 -4.7457
O -5.9306 2.7132 -3.4865
C -5.2091 1.5412 -3.1199
C -4.1495 1.4415 -4.2258
C -4.5797 2.2883 -5.3005
H -5.8615 0.6753 -3.0084
H -4.6410 1.7021 -2.2037
H -3.9423 0.4013 -4.4770
H -3.2919 1.9483 -3.7835
H -4.8013 1.6997 -6.1907
H -3.9174 3.0524 -5.7075
```

The HOMO energy (spin up / spin down) comes out at -9.37 / -9.37 eV. Its charge is +1. The calculation puts the gap between HOMO and LUMO (spin up / spin down) at 0.121 / 0.121 hartree. The max |F| comes out at 0.080 Eh/bohr. As for the multiplicity: 2. The energy above the lowest of the compared OMol25 structures with the same formula, charge and spin is 0.0 kcal per mole.